(1)
# C13H19N3O6S

One molecule with the formula C13H19N3O6S (ωB97M-V/def2-TZVPD, OMol25).

Last column: Mulliken charge in e.
Atoms and positions in Å:
O -0.584 -1.543 -0.543  -0.79
C -0.249 -0.400 -0.292  0.50
N 1.060 -0.091 -0.059  -0.35
S 2.219 -1.261 -0.444  1.11
O 2.149 -2.307 0.520  -0.67
O 2.172 -1.568 -1.833  -0.72
N 3.536 -0.277 -0.170  0.01
C 4.703 -0.523 -0.993  -0.49
H 4.365 -0.604 -2.025  0.40
C 5.663 0.653 -0.803  -0.64
O 6.016 0.801 0.554  -0.39
C 4.879 1.014 1.358  -0.66
H 5.244 1.100 2.383  0.35
C 3.884 -0.143 1.230  -0.50
H 2.970 0.062 1.785  0.42
H 4.332 -1.072 1.608  0.32
H 4.381 1.949 1.061  0.32
H 6.596 0.484 -1.342  0.36
H 5.183 1.573 -1.166  0.33
H 5.203 -1.457 -0.698  0.32
H 1.317 0.894 -0.132  0.56
C -1.160 0.748 -0.238  -0.06
C -2.541 0.817 -0.185  0.91
N -3.487 -0.077 0.046  0.08
C -4.902 0.249 -0.025  -0.65
C -5.618 -1.025 0.421  -0.71
H -5.784 -1.006 1.499  0.31
C -4.617 -2.122 0.067  -0.73
H -4.660 -2.346 -0.999  0.31
C -3.287 -1.468 0.412  -0.43
H -3.092 -1.526 1.489  0.21
H -2.427 -1.889 -0.113  0.38
H -4.781 -3.040 0.625  0.37
H -6.578 -1.149 -0.075  0.38
H -5.169 0.510 -1.056  0.36
H -5.144 1.102 0.616  0.32
C -2.917 2.268 -0.376  -0.71
O -1.708 2.969 -0.495  -0.38
C -0.662 2.107 -0.389  0.40
O 0.482 2.504 -0.418  -0.71
H -3.474 2.667 0.480  0.26
H -3.513 2.421 -1.283  0.29

The calculation puts the LUMO energy at 0.0134 Ha. For the highest occupied orbital energy, the calculation gives -9.0 eV. Its energy above the lowest of the compared OMol25 structures with the same formula, charge and spin is 10.0 kcal per mole. As for the net charge: 0. Its SMILES is O=C(NS(=O)(=O)N1CCOCC1)C1=C(N2CCCC2)COC1=O. The orbital gap comes out at 9.3 eV.

=====

(2)
# C13H19N3OS

One molecule with the formula C13H19N3OS (ωB97M-V/def2-TZVPD, OMol25).

Last column: Mulliken charge in e.
Atoms and positions in Å:
C -2.022 0.967 0.153  -1.64
H -1.619 0.416 0.997  0.30
H -2.781 0.362 -0.330  0.36
H -2.498 1.868 0.534  0.44
C -0.898 1.365 -0.811  0.04
N 0.067 0.297 -1.025  0.16
C 1.289 0.237 -0.451  0.94
O 2.055 -0.691 -0.642  -0.66
C 1.750 1.384 0.443  -1.01
H 2.776 1.168 0.736  0.45
H 1.695 2.350 -0.057  0.56
S 0.777 1.535 1.979  -0.22
C 1.410 0.185 2.887  0.54
N 0.691 -0.187 3.938  -0.56
C 1.154 -1.209 4.633  -0.06
C 2.325 -1.873 4.289  -0.53
C 3.000 -1.381 3.180  -0.18
N 2.551 -0.353 2.486  -0.34
H 3.930 -1.810 2.828  0.43
H 2.690 -2.715 4.851  0.37
H 0.557 -1.502 5.488  0.40
C -0.280 -0.808 -1.919  -0.05
C -0.852 -0.283 -3.238  -0.84
C -1.974 0.723 -3.016  -0.66
C -1.448 1.864 -2.154  -1.03
H -2.236 2.592 -1.957  0.37
H -0.647 2.371 -2.696  0.40
H -2.826 0.243 -2.536  0.35
H -2.316 1.114 -3.976  0.34
H -1.207 -1.131 -3.826  0.38
H -0.051 0.204 -3.799  0.37
C -1.182 -1.847 -1.251  -1.53
H -1.169 -2.762 -1.838  0.46
H -2.211 -1.512 -1.167  0.30
H -0.806 -2.074 -0.257  0.37
H 0.674 -1.305 -2.131  0.44
H -0.369 2.199 -0.346  0.50

The calculation puts the LUMO energy at 0.0260 Ha. For the highest occupied orbital energy, the calculation gives -8.6 eV. Its energy above the lowest of the compared OMol25 structures with the same formula, charge and spin is 2.5 kcal per mole. As for the net charge: 0. Its SMILES is C[C@@H]1CCC[C@H](C)N1C(=O)CSc1ncccn1. The orbital gap comes out at 9.3 eV.

=====

(3)
# C13H19N4O2ReSe

C13H19N4O2ReSe as an isolated structure (ωB97M-V/def2-TZVPD, OMol25).

Last column: Mulliken spin population.
Atoms and positions in Å:
Re -0.680 0.390 -0.614  2.89
N -1.520 2.335 -1.230  -0.04
C -0.716 2.904 -2.329  0.00
C 0.674 3.347 -1.911  0.02
C 1.640 2.195 -1.453  0.00
O 2.784 2.206 -1.778  0.04
O 1.068 1.334 -0.665  0.12
H -2.489 2.207 -1.552  0.01
H -1.561 3.015 -0.456  0.01
H -1.225 3.794 -2.731  0.00
H -0.670 2.178 -3.150  0.00
H 0.645 4.061 -1.082  0.00
H 1.175 3.830 -2.754  0.00
C -3.349 -3.320 -1.973  0.02
C -2.087 -2.997 -2.468  0.00
C -1.486 -1.838 -2.022  0.02
N -2.058 -1.010 -1.116  -0.03
C -3.290 -1.312 -0.667  -0.01
C -3.963 -2.452 -1.076  0.00
H -3.844 -4.226 -2.294  0.00
H -1.583 -3.631 -3.184  0.00
H -0.500 -1.556 -2.411  0.01
H -3.732 -0.623 0.042  0.00
H -4.952 -2.658 -0.692  0.00
C 2.415 1.946 2.634  0.00
N 2.376 0.510 2.590  -0.01
C 3.390 -0.303 2.961  -0.02
C 2.967 -1.599 2.799  -0.02
N 1.703 -1.554 2.323  -0.02
C 0.872 -2.696 2.049  0.00
C 1.341 -0.257 2.186  0.07
Se -0.447 0.272 1.822  -0.05
H 3.447 2.278 2.741  0.00
H 1.850 2.320 3.491  0.00
H 2.003 2.367 1.716  0.00
H 4.337 0.062 3.313  0.00
H 3.489 -2.517 2.996  0.00
H 1.495 -3.583 1.945  0.00
H 0.307 -2.545 1.125  0.00
H 0.174 -2.872 2.873  0.00

The calculation puts the LUMO energy (alpha / beta) at -0.4811 / -0.4586 Ha. The spin multiplicity is 4. For the highest occupied orbital energy (alpha / beta), the calculation gives -18.9 / -19.0 eV. Its expectation value of S² is 3.847. As for the net charge: +3. The orbital gap (alpha / beta) comes out at 5.8 / 6.5 eV.

=====

(4)
# C13H19N7O5STi

C13H19N7O5STi as an isolated structure (ωB97M-V/def2-TZVPD, OMol25).

Last column: Mulliken charge in e.
Atoms and positions in Å:
Ti -0.681 -0.023 -0.130  0.14
C 4.780 -1.190 -1.191  -1.17
N 3.741 -0.418 -0.524  0.11
C 4.101 0.941 -0.152  -1.29
C 2.432 -0.765 -0.534  0.63
N 1.449 0.060 -0.403  -0.10
N 2.185 -2.120 -0.676  -0.18
C 0.931 -2.707 -0.777  0.37
N 0.993 -4.066 -0.936  -0.51
N -0.156 -2.046 -0.658  -0.15
H 5.469 -1.640 -0.473  0.32
H 5.349 -0.530 -1.846  0.42
H 4.349 -1.967 -1.818  0.43
H 5.150 0.951 0.138  0.38
H 3.512 1.268 0.703  0.48
H 3.962 1.645 -0.978  0.37
H 1.739 1.032 -0.426  0.05
H 2.942 -2.742 -0.445  0.36
H 1.743 -4.444 -1.491  0.22
H 0.106 -4.531 -1.053  0.26
H -1.009 -2.632 -0.741  -0.15
O -2.660 5.526 -1.521  -0.56
C -2.184 4.460 -1.257  0.54
C -2.091 3.240 -2.195  -0.09
O -2.500 3.188 -3.330  -0.61
C -1.419 2.226 -1.394  0.94
C -1.109 2.669 -0.117  1.25
O -0.507 1.874 0.718  -1.00
C -1.547 4.056 0.086  -0.11
O -1.458 4.746 1.073  -0.61
O -1.064 0.995 -1.730  -0.81
C -1.232 -1.782 2.478  -1.19
N -1.701 -0.696 1.624  0.71
C -2.479 0.334 2.349  -0.73
C -3.403 0.895 1.271  -0.57
N -2.879 0.243 0.063  0.10
C -2.364 -1.053 0.373  -0.49
S -3.056 -2.604 0.060  -0.47
H -0.636 -1.355 3.285  0.32
H -0.627 -2.480 1.903  0.37
H -2.082 -2.332 2.888  0.38
H -1.809 1.096 2.742  0.29
H -3.025 -0.139 3.168  0.44
H -3.318 1.976 1.180  0.26
H -4.448 0.628 1.442  0.41
H -3.485 0.214 -0.747  0.25

The calculation puts the LUMO energy at -0.0192 Ha. For the highest occupied orbital energy, the calculation gives -7.0 eV. Its energy above the lowest of the compared OMol25 structures with the same formula, charge and spin is 0.0 kcal per mole. As for the net charge: 0. The orbital gap comes out at 6.4 eV.

=====

(5)
# C13H19NO2

C13H19NO2 as an isolated structure (ωB97M-V/def2-TZVPD, OMol25).

Last column: Mulliken charge in e.
Atoms and positions in Å:
C -4.669 -1.982 -0.810  -0.74
C -3.774 -1.438 0.001  -0.40
C -2.287 -1.192 -0.170  -0.34
C -1.942 0.117 -0.014  0.76
C -2.745 1.010 -0.630  -1.17
C -2.427 2.419 -0.291  -0.47
C -1.270 2.664 0.460  -0.55
C -0.407 1.790 0.662  -0.33
C -0.834 0.471 0.552  1.02
O -0.043 -0.690 1.090  -0.41
C 1.114 -0.324 1.752  -1.20
C 2.216 -0.685 0.638  0.45
O 2.191 -2.239 0.045  -0.62
H 1.276 -2.035 -0.114  0.44
C 2.403 0.283 -0.488  -0.84
N 3.388 0.027 -1.206  -0.06
H 3.427 -1.068 -1.594  0.40
C 4.765 0.265 -0.773  -0.81
H 4.968 1.467 -0.599  0.24
H 5.091 -0.274 0.098  0.34
H 5.447 0.166 -1.773  0.30
H 1.346 0.425 -0.752  0.23
H 2.579 1.392 0.152  0.11
H 3.198 -0.770 1.474  0.20
H 1.298 0.607 1.997  0.70
H 1.271 -1.296 2.477  0.32
H 0.554 1.840 1.267  0.03
H -0.817 3.976 0.377  0.14
H -3.068 3.266 -0.620  0.36
H -3.668 0.911 -0.900  0.67
H -2.122 -1.547 -1.172  0.30
H -1.981 -1.910 0.496  0.36
H -4.305 -1.002 0.950  0.18
H -5.804 -2.205 -0.763  0.24
H -4.371 -2.437 -1.821  0.18

The calculation puts the LUMO energy at 0.0252 Ha. For the highest occupied orbital energy, the calculation gives -8.5 eV. Its energy above the lowest of the compared OMol25 structures with the same formula, charge and spin is 280.8 kcal per mole. As for the net charge: 0. The orbital gap comes out at 9.2 eV.

=====

(6)
# C13H19NO5S

One molecule with the formula C13H19NO5S (ωB97M-V/def2-TZVPD, OMol25).

Last column: Mulliken charge in e.
Atoms and positions in Å:
C 1.608 4.205 -0.646  -1.47
C 1.625 2.727 -0.259  0.25
O 0.663 2.370 0.708  -0.33
C -0.672 2.403 0.250  -0.47
C -1.558 1.728 1.294  -0.36
H -1.099 0.782 1.578  0.08
C -2.967 1.467 0.770  -1.01
N -2.924 0.613 -0.404  -0.31
S -2.549 -1.008 -0.133  1.42
O -3.187 -1.732 -1.195  -0.77
O -2.840 -1.372 1.224  -0.68
C -0.784 -1.022 -0.395  0.15
C 0.059 -1.337 0.648  -0.48
C 1.434 -1.283 0.458  0.41
C 1.939 -0.880 -0.786  0.52
C 1.067 -0.611 -1.837  -0.85
C -0.299 -0.686 -1.644  -0.64
H -0.995 -0.482 -2.441  0.42
H 1.489 -0.334 -2.790  0.44
O 3.279 -0.732 -1.007  -0.46
C 4.046 -0.714 0.179  -0.33
C 3.594 -1.835 1.111  -0.52
H 4.180 -1.850 2.031  0.37
O 2.251 -1.631 1.495  -0.44
H 3.693 -2.799 0.594  0.29
H 5.086 -0.839 -0.125  0.39
H 3.920 0.250 0.688  0.15
H -0.344 -1.628 1.604  0.51
H -3.764 0.653 -0.960  0.32
H -3.556 0.994 1.566  0.36
H -3.442 2.410 0.485  0.50
H -1.614 2.356 2.183  0.45
H -0.753 1.865 -0.705  0.37
H -1.004 3.440 0.095  0.34
H 2.585 2.484 0.206  0.12
H 1.500 2.104 -1.158  0.16
H 2.471 4.425 -1.269  0.45
H 0.708 4.452 -1.203  0.35
H 1.651 4.823 0.247  0.32

The calculation puts the LUMO energy at 0.0259 Ha. For the highest occupied orbital energy, the calculation gives -8.7 eV. Its energy above the lowest of the compared OMol25 structures with the same formula, charge and spin is 27.5 kcal per mole. As for the net charge: 0. Its SMILES is CCOCCCNS(=O)(=O)c1ccc2c(c1)OCCO2. The orbital gap comes out at 9.4 eV.